C30H80ClN5O10 | wB97M-V/def2-TZVPD

XYZ file:
```
126
Properties=species:S:1:pos:R:3:forces:R:3
C -26.896838 12.678165 -3.101932 -0.822 -1.641 -1.304
O -27.116597 11.610141 -4.113335 -1.699 1.560 2.339
C -26.014388 11.103561 -4.698244 1.850 0.390 -2.713
C -25.367347 10.014492 -3.854591 -1.009 -0.950 -0.463
N -26.423286 8.915217 -3.614027 0.352 0.825 0.816
H -27.312480 9.372728 -3.392395 -0.152 0.098 0.213
H -26.632489 8.402204 -4.480200 0.112 -0.266 -0.483
C -26.044263 7.943567 -2.527993 -0.097 -0.225 -0.147
C -27.296372 7.232889 -2.027957 -1.882 0.300 -2.519
O -28.360041 8.167085 -1.624051 2.207 -0.686 1.522
C -27.800680 8.961929 -0.498834 -1.606 -0.862 0.014
H -26.163661 13.361134 -3.456991 0.627 0.623 -0.360
H -26.601664 12.251465 -2.165165 0.225 -0.242 0.631
H -27.857304 13.148614 -3.012490 -0.294 0.310 0.152
H -25.260128 11.930859 -4.883029 -0.424 -0.996 0.123
H -26.375315 10.781517 -5.716457 0.738 -0.212 0.886
H -25.087806 10.512702 -2.929429 -0.003 -0.626 0.404
H -24.556588 9.423505 -4.274180 0.362 0.686 -0.225
H -25.546552 8.476229 -1.705871 0.015 -0.067 -0.530
H -25.359243 7.208181 -2.990077 -0.286 0.354 0.405
H -27.065307 6.482670 -1.303048 0.149 -0.211 0.883
H -27.751490 6.696038 -2.911405 0.483 0.405 0.771
H -28.620923 9.558870 -0.096223 -0.060 -0.247 0.037
H -27.184844 9.665701 -1.018764 1.112 0.417 0.581
H -27.378723 8.316411 0.351518 -0.226 0.970 -1.546
C -20.009208 6.424391 2.311344 -0.290 -2.532 0.907
O -19.026288 5.379915 2.491255 1.945 -0.944 -0.078
C -17.907571 5.683033 3.326544 -0.352 0.803 2.426
C -17.073946 4.413646 3.670757 -0.778 1.892 -0.173
N -16.393892 4.065269 2.373426 0.245 -1.150 -0.901
H -16.331169 3.039974 2.281209 0.048 0.351 0.029
H -16.929763 4.341354 1.494439 0.465 -0.071 1.399
C -14.980839 4.603899 2.271588 0.673 -1.271 1.123
C -14.330429 4.168969 0.926309 -0.675 1.177 -0.421
O -15.379157 4.110589 -0.094874 2.190 -0.045 1.013
C -14.665276 3.985317 -1.397600 -2.052 1.884 1.626
H -20.048007 6.583568 1.218973 -0.454 0.436 0.792
H -19.590017 7.177574 2.925692 -0.465 1.754 0.040
H -20.952581 5.978463 2.817783 1.201 1.187 -1.279
H -18.269955 6.087953 4.321948 0.123 -0.524 -0.838
H -17.191657 6.510188 3.036924 -0.827 -0.766 -0.693
H -17.716728 3.639487 4.082710 -0.026 -0.356 -0.690
H -16.342288 4.624353 4.495807 -0.329 -0.004 -1.164
H -14.456535 4.163228 3.169083 -0.299 0.171 -1.122
H -15.001251 5.659797 2.535494 -0.182 0.160 -0.782
H -13.696813 3.276541 0.974835 -0.777 -0.521 0.264
H -13.573550 4.905020 0.614463 -0.407 0.315 0.269
H -14.066975 4.931777 -1.491570 0.023 -1.284 -0.145
H -15.549806 4.116008 -2.039468 0.888 -0.842 -0.546
H -14.151079 3.032348 -1.313711 0.212 0.133 -0.956
C -33.647172 3.671009 -2.485859 -0.564 0.325 0.671
O -32.423939 4.388144 -2.558443 -0.110 0.221 -0.471
C -32.022639 4.865850 -1.315003 1.217 -0.411 -0.822
C -30.716133 5.632899 -1.449996 -0.481 1.223 -0.177
N -30.930480 7.023147 -2.034822 -0.141 1.166 1.051
H -31.729902 7.416952 -1.567191 -0.506 0.171 0.787
H -30.165594 7.733893 -1.824320 -0.190 -1.306 -0.348
C -31.325225 7.158047 -3.455791 -0.064 -2.974 -0.918
C -31.605351 8.564195 -3.801557 -1.454 1.472 -0.261
O -30.439717 9.360800 -3.746150 0.070 0.211 -0.406
C -30.630764 10.744187 -4.161658 -0.940 -0.056 2.015
H -34.113160 3.798489 -3.437648 -0.479 -0.132 -0.506
H -34.336467 3.967793 -1.669373 0.387 0.685 -0.447
H -33.506726 2.643369 -2.250289 0.562 -1.103 -0.207
H -31.778227 4.010690 -0.701623 -0.236 -0.156 0.853
H -32.817608 5.475510 -0.941337 -0.465 0.472 0.989
H -30.036887 5.156898 -2.120618 0.472 -0.627 -0.361
H -30.254482 5.779217 -0.475807 0.010 -0.005 0.000
H -32.228296 6.469630 -3.630533 1.201 1.207 0.348
H -30.502125 6.669497 -3.998780 -0.197 0.555 -0.357
H -32.378709 8.946750 -3.045705 0.683 -0.201 -0.925
H -32.111435 8.566496 -4.812069 0.596 0.207 0.881
H -29.666568 11.224183 -4.264186 0.307 -0.265 -0.010
H -31.187423 11.289733 -3.310239 0.543 -0.688 -1.477
H -31.158274 10.806051 -5.106988 -0.240 -0.038 -0.052
C -28.397104 5.918811 -12.580858 0.091 -0.331 -1.259
O -29.217501 6.083171 -11.459121 -1.187 -1.461 1.048
C -29.754474 4.793612 -10.933341 0.731 2.591 -0.037
C -29.113773 4.716368 -9.549812 -1.864 -0.726 0.330
N -27.683438 5.015954 -9.566094 -0.091 0.629 0.735
H -27.601463 5.802363 -10.240436 0.447 -0.300 0.324
H -27.286037 5.293072 -8.642905 -1.076 0.880 -0.047
C -26.861578 3.863930 -9.884385 -1.379 -1.725 -1.511
C -25.488270 4.300924 -9.920392 4.037 0.966 0.815
O -25.404711 5.387919 -10.814926 -1.109 0.868 0.521
C -24.142905 5.990979 -11.000546 0.861 -0.346 0.440
H -27.983770 6.920145 -12.775426 0.101 -0.533 -0.104
H -28.986827 5.583598 -13.480863 0.591 0.281 0.772
H -27.595276 5.167710 -12.370950 -0.308 0.635 -0.407
H -29.413523 3.994799 -11.527034 0.234 -0.991 -1.128
H -30.868744 4.844760 -10.945847 0.960 -0.127 0.363
H -29.302618 3.734923 -9.099753 0.183 0.249 0.082
H -29.621046 5.468704 -8.991865 -0.019 0.547 0.891
H -27.245569 3.456049 -10.847207 0.579 0.092 0.578
H -27.000934 3.118876 -9.105211 -0.133 -0.083 0.009
H -24.715884 3.565471 -10.191228 -0.699 -0.467 -0.294
H -25.097744 4.567753 -8.876365 -0.850 0.206 -0.925
H -23.823070 5.595262 -11.947430 0.707 0.442 -0.521
H -23.441455 5.690337 -10.233019 0.240 -0.665 0.269
H -24.037137 7.086325 -10.896288 -1.150 -0.334 -0.561
C -14.725109 11.628734 -10.100473 -0.295 -3.308 -1.490
O -14.131158 10.784071 -11.175951 -2.054 1.357 -1.287
C -14.722165 11.216697 -12.431467 2.884 3.281 3.190
C -13.816759 10.992014 -13.552000 0.730 0.307 -1.321
N -13.417411 9.533538 -13.632909 -1.183 -0.923 -0.382
H -13.098276 9.254244 -12.687210 0.080 0.124 -0.469
H -14.351763 9.024897 -13.757252 1.665 0.443 0.073
C -12.423092 9.062516 -14.721902 1.381 1.005 0.394
C -11.964773 7.647429 -14.574848 0.125 -0.743 -0.550
O -12.830877 6.668477 -15.015759 -1.204 0.232 2.074
C -12.512259 6.051462 -16.196368 0.556 1.123 -1.045
H -14.698115 12.629017 -10.374299 0.349 1.846 -0.106
H -14.113905 11.244107 -9.387009 1.987 0.345 2.893
H -15.699585 11.299248 -9.750296 -0.562 0.004 -0.778
H -14.975676 12.330670 -12.316486 0.907 -1.121 -0.621
H -15.644252 10.884683 -12.597712 -3.902 -2.432 -0.483
H -12.977581 11.682816 -13.588863 0.490 -0.556 0.392
H -14.392929 11.257485 -14.418012 -0.146 -0.274 -0.870
H -11.456832 9.610655 -14.626183 -1.049 0.350 0.262
H -12.802638 9.252681 -15.701190 -0.714 0.372 -0.461
H -11.800863 7.506474 -13.553621 0.271 -0.492 2.079
H -10.977036 7.466209 -14.996927 0.160 0.602 -0.400
H -12.311294 6.830815 -16.919055 -0.427 -0.180 -0.968
H -13.255234 5.355028 -16.384075 -2.088 -0.646 -1.009
H -11.691453 5.404259 -16.216913 2.122 -0.684 0.796
Cl -27.604311 6.725575 -6.468703 0.268 0.052 0.269
```
Positions in Å, forces in eV/Å.

Its net charge is +4. The value obtained for the highest occupied orbital energy is -14.66 eV. The molar mass comes out at 706.4 g/mol. Its HOMO-LUMO gap is 8.69 eV. For the largest force on an atom, the calculation gives 5.41 eV Å⁻¹. As for the LUMO energy: -5.966 eV.

Mulliken atomic charge list, values in e, 2 entries: number 1, C, carries -0.797; number 2, O, carries -0.244